(1)
DFT (wB97M-V/def2-TZVPD) results for an isolated ion of composition C2H4N3OS and charge +1.

Calculated values
* structure (SMILES): [NH3+][C@@H]1ON=NC1=S
* HOMO level: -13.96 eV
* calculated total energy: -715.89285 hartree
* energy above the lowest of the compared OMol25 structures with the same formula, charge and spin: 3.753 eV
* net charge: +1

The geometry in XYZ format:
```
11
Properties=species:S:1:pos:R:3:mulliken_charge:R:1
N -1.2200 -0.3434 -0.3124 -0.369
C 0.0286 0.0670 0.5209 0.210
O 0.0070 1.4662 0.3459 -0.130
N 1.2315 1.7983 -0.1351 0.073
N 2.0054 0.9310 -0.3695 -0.146
C 1.3049 -0.5293 0.0369 -0.031
S 1.8058 -2.0224 -0.0171 -0.103
H -1.1877 -0.0516 -1.2339 0.341
H -2.1254 0.0458 -0.0199 0.389
H -1.5225 -1.3567 -0.4340 0.382
H -0.3277 -0.0050 1.6182 0.384
```

(2)
DFT (wB97M-V/def2-TZVPD) results for one molecule with the formula C2H4N3P.

Calculated values
* HOMO level (spin up / spin down): -7.35 / -7.23 eV
* calculated total energy: -584.06483 hartree
* energy above the lowest of the compared OMol25 structures with the same formula, charge and spin: 3.913 eV

The geometry in XYZ format:
```
10
Properties=species:S:1:pos:R:3:mulliken_charge:R:1
C -0.6968 0.7577 0.1318 -0.030
C -1.4295 -0.3851 0.0096 0.244
N 0.5515 1.2400 0.0709 -0.508
N 1.7280 0.6805 -0.1166 -0.011
N -2.1379 -1.3562 0.0995 -0.433
P 2.3049 -0.8918 -0.0025 -0.092
H -1.2105 1.7312 0.1706 0.259
H 2.2856 1.5116 -0.2514 0.306
H 1.0829 -1.4857 0.5963 -0.021
H -2.4782 -1.8022 -0.7081 0.285
```

(3)
DFT (wB97M-V/def2-TZVPD) results for one molecule with the formula C2H4N4.

Calculated values
* HOMO level: -7.73 eV
* calculated total energy: -297.46664 hartree
* energy above the lowest of the compared OMol25 structures with the same formula, charge and spin: 4.834 eV

The geometry in XYZ format:
```
10
Properties=species:S:1:pos:R:3:mulliken_charge:R:1
C 0.5011 -0.9900 -0.8712 -0.024
C -0.5619 -0.2617 -3.0187 -0.267
N -0.1540 -0.6277 -1.9059 -0.026
N 0.5063 -0.4757 0.4139 -0.248
N -0.0793 0.6315 0.6326 -0.092
N -0.0005 0.9436 1.9004 -0.343
H 0.9928 -1.9503 -1.1352 0.293
H -1.5954 -0.5736 -3.0742 0.186
H -0.4416 1.9013 2.1526 0.257
H 0.3297 0.3528 2.6768 0.263
```

(4)
DFT (wB97M-V/def2-TZVPD) results for one molecule with the formula C2H4N4.

Calculated values
* structure (SMILES): Nc1nc[nH]n1
* HOMO level: -8.81 eV
* calculated total energy: -297.63195 hartree
* energy above the lowest of the compared OMol25 structures with the same formula, charge and spin: 0.336 eV

The geometry in XYZ format:
```
10
Properties=species:S:1:pos:R:3:mulliken_charge:R:1
N 1.9830 -0.0346 -0.2493 -0.463
C 0.6039 -0.1895 -0.1568 0.512
N -0.0790 0.9839 -0.3046 -0.573
C -1.3151 0.6379 -0.0843 -0.069
N -1.4319 -0.6739 0.1188 0.121
N -0.1522 -1.2594 0.0806 -0.690
H 2.2016 0.9371 -0.0503 0.266
H 2.6244 -0.6700 0.1998 0.256
H -2.1283 1.3425 -0.0096 0.395
H -2.3063 -1.0740 0.4558 0.245
```

Q: calculated total energy of number 4 (C2H4N4)?
A: -297.63195 hartree